No. 1
{
  "formula": "C5H15NO3P",
  "method": "ωB97M-V with the def2-TZVPD basis set",
  "multiplicity": 1,
  "homo_lumo_gap_ev": 8.47,
  "energy_ha": -821.0976,
  "total_charge": 1,
  "de_lowest_kcal_mol": 11.2,
  "elements": ["P", "O", "O", "O", "N", "C", "C", "C", "C", "C", "H", "H", "H", "H", "H", "H", "H", "H", "H", "H", "H", "H", "H", "H", "H"],
  "coordinates": [[1.91, -0.67, -0.58], [3.37, -0.33, -0.05], [0.96, 0.55, 0.03], [1.73, -1.90, 0.43], [-1.74, -1.27, 0.02], [4.34, 0.53, -0.59], [-2.32, 0.83, -1.04], [-3.95, -0.43, 0.13], [-2.55, -0.38, -0.30], [1.06, 1.02, 1.35], [-3.00, 0.90, -1.78], [2.38, -2.55, 0.19], [-4.60, 0.23, -0.36], [-0.74, -1.24, -0.25], [4.37, 1.45, 0.07], [0.28, 0.40, 1.81], [-1.20, 0.89, -1.26], [0.82, 2.12, 1.20], [-3.87, -0.15, 1.21], [4.18, 0.89, -1.60], [-2.48, 1.76, -0.45], [5.21, -0.10, -0.58], [2.18, 0.90, 1.62], [-2.06, -2.06, 0.58], [-4.30, -1.40, 0.21]]
}



No. 2
{
  "formula": "C5H15NO3P",
  "method": "ωB97M-V with the def2-TZVPD basis set",
  "multiplicity": 1,
  "homo_lumo_gap_ev": 11.35,
  "energy_ha": -821.0923,
  "total_charge": 1,
  "de_lowest_kcal_mol": 14.5,
  "elements": ["P", "O", "O", "O", "N", "C", "C", "C", "C", "C", "H", "H", "H", "H", "H", "H", "H", "H", "H", "H", "H", "H", "H", "H", "H"],
  "coordinates": [[0.92, 0.72, -0.31], [-3.11, 0.71, -0.42], [-0.62, 1.38, -0.28], [1.76, 2.07, -0.23], [1.24, 0.08, -1.74], [-0.36, -2.14, -0.25], [-4.08, 0.27, -0.98], [1.31, -0.57, 0.95], [1.64, 2.80, 0.97], [1.03, -1.95, 0.43], [-5.11, 0.82, -1.16], [-0.23, -2.37, -1.35], [-0.95, -3.05, 0.14], [-1.13, -1.33, -0.10], [2.30, -0.36, 1.15], [0.89, -0.36, 1.93], [1.77, -2.50, -0.33], [1.08, -2.65, 1.27], [-1.41, 0.74, -0.17], [1.57, 3.92, 0.76], [1.97, 0.44, -2.41], [0.63, 2.44, 1.32], [2.39, 2.36, 1.60], [1.17, -0.91, -1.80], [-4.07, -0.75, -1.41]]
}



No. 3
{
  "formula": "C5H15NO4",
  "method": "ωB97M-V with the def2-TZVPD basis set",
  "multiplicity": 1,
  "homo_lumo_gap_ev": 10.15,
  "smiles": "C[C@H](O)CCNC=O.O.O",
  "energy_ha": -555.2089,
  "de_lowest_kcal_mol": 26.1,
  "elements": ["O", "O", "O", "O", "N", "C", "C", "C", "C", "C", "H", "H", "H", "H", "H", "H", "H", "H", "H", "H", "H", "H", "H", "H", "H"],
  "coordinates": [[-2.47, -3.42, -1.21], [-0.28, -2.08, 0.30], [-1.14, 1.72, 3.31], [-1.63, 3.53, -1.68], [0.08, 2.33, -0.83], [0.61, -0.96, 0.51], [0.36, -0.16, -0.80], [-0.67, 2.82, -1.87], [2.00, -1.49, 0.69], [1.00, 1.23, -0.77], [2.46, -2.15, -0.05], [1.77, 1.19, -1.54], [0.26, -0.41, 1.38], [0.75, -0.72, -1.65], [-0.24, 2.64, 0.08], [-0.74, -0.17, -0.82], [-1.76, 1.01, 3.52], [-3.10, -2.69, -1.09], [1.61, 1.35, 0.14], [2.74, -0.68, 0.68], [-1.57, -3.11, -1.08], [-0.06, -2.83, 0.84], [-0.29, 2.56, -2.86], [2.05, -1.96, 1.69], [-1.74, 2.46, 3.10]]
}



No. 4
{
  "formula": "C5H15NOP",
  "method": "ωB97M-V with the def2-TZVPD basis set",
  "multiplicity": 1,
  "homo_lumo_gap_ev": 10.71,
  "energy_ha": -670.5252,
  "total_charge": 1,
  "de_lowest_kcal_mol": 51.8,
  "elements": ["P", "O", "N", "C", "C", "C", "C", "C", "H", "H", "H", "H", "H", "H", "H", "H", "H", "H", "H", "H", "H", "H", "H"],
  "coordinates": [[-2.15, 0.25, -0.74], [-1.70, -1.39, -0.17], [0.87, -1.04, 0.08], [2.94, 2.20, 0.31], [1.79, -1.92, -0.67], [2.06, 0.93, 0.45], [1.09, 0.36, -0.22], [-3.19, 0.98, 0.56], [2.57, 0.31, 1.14], [1.73, -2.92, -0.18], [-0.11, -1.30, -0.02], [2.46, 2.88, -0.39], [-3.23, -0.28, -1.35], [-4.08, 1.70, 0.27], [1.05, -0.98, 1.05], [-3.73, 0.04, 0.95], [2.94, 2.62, 1.39], [-2.61, 1.54, 1.24], [0.31, 0.72, -0.84], [3.81, 1.78, -0.01], [2.77, -1.46, -0.34], [1.49, -1.87, -1.71], [-2.32, -1.92, 0.20]]
}



No. 5
{
  "formula": "C5H15NOS2",
  "method": "ωB97M-V with the def2-TZVPD basis set",
  "multiplicity": 1,
  "homo_lumo_gap_ev": 8.75,
  "smiles": "CCSSC[C@@H](C)N.O",
  "energy_ha": -1125.7380,
  "de_lowest_kcal_mol": 61.5,
  "elements": ["S", "S", "O", "N", "C", "C", "C", "C", "C", "H", "H", "H", "H", "H", "H", "H", "H", "H", "H", "H", "H", "H", "H", "H"],
  "coordinates": [[-1.02, -0.14, -0.40], [0.06, 0.82, -1.86], [3.58, -0.06, 1.48], [-0.42, -2.92, 0.44], [-0.56, 3.03, -0.70], [-0.77, 2.41, -2.00], [-0.97, -1.76, 2.60], [-0.02, -1.87, 1.38], [0.32, -0.36, 0.88], [-1.26, -2.97, 0.22], [1.04, -2.21, 1.89], [-1.79, -2.48, 2.38], [-0.20, -2.07, 3.36], [0.34, 0.40, 1.78], [-0.57, 2.85, -2.92], [-1.07, 4.11, -0.71], [-1.74, 2.33, -2.14], [-1.06, 2.36, 0.00], [3.30, -0.76, 0.96], [4.13, 0.45, 1.00], [1.44, -0.29, 0.61], [-1.52, -0.70, 2.66], [0.47, 3.31, -0.28], [0.08, -3.10, -0.45]]
}



No. 6
{
  "formula": "C5H15NS",
  "method": "ωB97M-V with the def2-TZVPD basis set",
  "multiplicity": 1,
  "homo_lumo_gap_ev": 8.42,
  "smiles": "CC(C)N.CCS",
  "energy_ha": -652.4181,
  "de_lowest_kcal_mol": 9.0,
  "elements": ["S", "N", "C", "C", "C", "C", "C", "H", "H", "H", "H", "H", "H", "H", "H", "H", "H", "H", "H", "H", "H", "H"],
  "coordinates": [[-1.23, 0.54, 1.77], [0.95, 0.91, -0.23], [3.13, -0.22, -0.01], [-3.76, 0.41, 0.61], [1.05, -1.55, -0.50], [-2.29, 0.58, 0.27], [1.77, -0.23, -0.70], [3.76, -1.03, -0.36], [-4.11, 1.19, 1.30], [-2.12, 1.53, -0.23], [3.04, -0.33, 1.08], [0.29, 1.17, -0.95], [0.20, -1.58, -1.18], [0.72, -1.71, 0.52], [-4.39, 0.47, -0.28], [1.52, 1.74, -0.08], [3.65, 0.73, -0.17], [-3.92, -0.56, 1.09], [-1.97, -0.24, -0.36], [1.72, -2.38, -0.72], [1.97, -0.05, -1.77], [0.03, 0.61, 0.90]]
}



No. 7
{
  "formula": "C5H15NS",
  "method": "ωB97M-V with the def2-TZVPD basis set",
  "multiplicity": 1,
  "homo_lumo_gap_ev": 9.14,
  "smiles": "CCNC.CCS",
  "energy_ha": -652.4161,
  "de_lowest_kcal_mol": 10.3,
  "elements": ["S", "N", "C", "C", "C", "C", "C", "H", "H", "H", "H", "H", "H", "H", "H", "H", "H", "H", "H", "H", "H", "H"],
  "coordinates": [[0.91, 0.69, -1.80], [-1.47, -0.76, -0.51], [-0.90, -1.13, 0.78], [2.56, 1.45, 0.32], [1.55, 1.98, -0.68], [-2.59, 0.16, -0.37], [0.19, -2.18, 0.64], [-1.69, -1.48, 1.46], [-0.19, 0.18, -1.04], [-3.12, 0.23, -1.32], [-2.19, 1.15, -0.15], [0.59, -2.43, 1.62], [1.94, 2.79, -1.30], [-3.30, -0.13, 0.40], [2.12, 0.66, 0.93], [-1.71, -1.58, -1.05], [3.40, 1.00, -0.20], [0.68, 2.36, -0.14], [-0.48, -0.22, 1.22], [-0.24, -3.10, 0.23], [1.00, -1.86, -0.02], [2.95, 2.23, 0.97]]
}



No. 8
{
  "formula": "C5H15NSi",
  "method": "ωB97M-V with the def2-TZVPD basis set",
  "multiplicity": 1,
  "homo_lumo_gap_ev": 8.02,
  "energy_ha": -543.6434,
  "de_lowest_kcal_mol": 70.3,
  "elements": ["Si", "N", "C", "C", "C", "C", "C", "H", "H", "H", "H", "H", "H", "H", "H", "H", "H", "H", "H", "H", "H", "H"],
  "coordinates": [[-1.05, -0.84, -0.21], [-2.46, 0.17, -0.42], [-0.84, -1.66, 1.47], [1.36, 0.44, -0.13], [2.14, 0.42, 1.16], [2.06, -0.09, -1.35], [-2.31, 1.39, -1.27], [3.06, 0.50, -1.49], [-2.97, 0.36, 0.47], [2.86, -0.31, 0.94], [1.46, 0.06, 1.94], [-0.44, -2.65, 1.48], [-0.97, -1.72, -1.25], [0.85, 1.44, -0.40], [1.43, -0.08, -2.29], [-1.45, 1.26, -2.04], [-3.29, 1.52, -1.66], [-1.78, -1.74, 2.07], [-1.85, 2.12, -0.59], [-0.32, -1.02, 2.21], [2.49, -1.16, -1.22], [2.48, 1.46, 1.40]]
}